[1]
The following is a DFT calculation (wB97M-V/def2-TZVPD) of a structure of composition C2H3NO2S2.

Each line ends with the natural charge from an NBO analysis.
CARTESIAN COORDINATES (ANGSTROEM)
S (-0.20, 1.94, -1.49)  -0.337
S (0.01, 1.46, 0.41)  1.955
O (-0.77, 2.10, 1.44)  -0.893
O (1.26, 0.89, 0.79)  -0.935
N (-0.31, -1.04, -0.22)  -0.333
C (0.70, -1.70, -0.10)  0.045
C (-0.92, 0.04, -0.34)  -0.167
H (0.58, -2.43, 0.65)  0.186
H (1.64, -1.45, -0.35)  0.203
H (-1.98, 0.19, -0.78)  0.276

Properties
HOMO-LUMO gap = 0.315 Ha
Strongest force on any atom = 3.4 eV/A
Charge = 0
Energy relative to the best compared isomer or geometry (same formula, charge and spin) = 85.06 kcal/mol

[2]
The following is a DFT calculation (wB97M-V/def2-TZVPD) of a cluster of 2 separate species, C2H3NO3 in total.

Each line ends with the natural charge from an NBO analysis.
CARTESIAN COORDINATES (ANGSTROEM)
O (-1.09, -0.80, 0.90)  -0.316
O (-2.30, -0.59, 0.30)  -0.277
O (0.85, -0.75, -0.88)  -0.533
N (2.37, 0.80, -1.77)  -0.738
C (-1.88, 0.48, 1.27)  -0.067
C (1.60, 0.03, -1.22)  0.892
H (3.17, 1.12, -1.24)  0.421
H (-0.35, -0.60, 0.24)  0.522
H (-2.38, 0.30, 2.39)  0.097

Properties
HOMO-LUMO gap = 0.307 Ha
Strongest force on any atom = 4.4 eV/A
Charge = 0
Energy relative to the best compared isomer or geometry (same formula, charge and spin) = 194.57 kcal/mol

[3]
The following is a DFT calculation (wB97M-V/def2-TZVPD) of a cluster of 2 separate species, C2H3NO3 in total.

Each line ends with the natural charge from an NBO analysis.
CARTESIAN COORDINATES (ANGSTROEM)
O (2.32, -0.93, 0.88)  -0.665
O (0.67, -1.32, -0.55)  -0.234
O (0.19, 1.26, 0.51)  -0.468
N (1.57, -0.61, -0.38)  0.404
C (-0.88, 0.97, 0.09)  0.713
C (-1.98, 0.39, -0.38)  -0.772
H (3.21, -0.59, 0.99)  0.479
H (-2.22, 0.83, -1.35)  0.260
H (-2.89, -0.01, 0.19)  0.283

Properties
HOMO-LUMO gap = 0.359 Ha
Structure (SMILES) = C=C=O.O=NO
Strongest force on any atom = 3.1 eV/A
Charge = 0
Energy relative to the best compared isomer or geometry (same formula, charge and spin) = 126.82 kcal/mol

[4]
The following is a DFT calculation (wB97M-V/def2-TZVPD) of a cluster of 3 separate species, C2H3NO4 in total.

Each line ends with the natural charge from an NBO analysis.
CARTESIAN COORDINATES (ANGSTROEM)
O (-1.98, -1.24, 0.63)  -0.495
O (1.66, 3.51, 0.72)  -0.266
O (1.14, -0.54, -2.53)  -0.441
O (0.51, 3.84, -1.13)  -0.251
N (1.03, 3.14, -0.26)  0.490
C (-2.02, -2.26, 1.31)  0.270
C (1.71, -0.42, -1.53)  0.270
H (-1.34, -2.44, 2.17)  0.112
H (-2.76, -3.06, 1.09)  0.113
H (2.07, -0.53, -0.46)  0.198

Properties
HOMO-LUMO gap (spin up / spin down) = 0.378 / 0.159 Ha
Strongest force on any atom = 4.3 eV/A
Charge = 0
Energy relative to the best compared isomer or geometry (same formula, charge and spin) = 196.46 kcal/mol

[5]
The following is a DFT calculation (wB97M-V/def2-TZVPD) of an isolated molecule of C2H3NO4.

Each line ends with the natural charge from an NBO analysis.
CARTESIAN COORDINATES (ANGSTROEM)
O (0.20, 1.13, -0.86)  -0.792
O (1.68, -0.64, -1.33)  -0.519
O (-0.96, -0.78, 0.19)  -0.520
O (-2.61, 0.89, -0.06)  -0.177
N (-1.61, 0.71, 0.49)  0.469
C (0.37, -0.82, 0.69)  -0.201
C (0.80, -0.28, -0.62)  0.811
H (0.68, -1.85, 0.85)  0.226
H (0.91, 1.79, -0.91)  0.493
H (0.55, -0.16, 1.54)  0.209

Properties
HOMO-LUMO gap = 0.360 Ha
Structure (SMILES) = O=NOCC(=O)O
Strongest force on any atom = 5.0 eV/A
Charge = 0
Energy relative to the best compared isomer or geometry (same formula, charge and spin) = 117.81 kcal/mol

[6]
The following is a DFT calculation (wB97M-V/def2-TZVPD) of a cluster of 2 separate species, C2H3NOPS in total.

Each line ends with the natural charge from an NBO analysis.
CARTESIAN COORDINATES (ANGSTROEM)
S (-3.27, 1.86, 3.35)  -0.035
P (-2.14, 3.19, 4.02)  0.908
O (-0.09, 1.62, 3.62)  -0.470
N (0.04, 1.15, 2.53)  0.150
C (0.01, 0.58, 1.54)  0.332
C (-0.12, 0.12, 0.13)  -0.694
H (-0.48, 0.82, -0.58)  0.270
H (-0.68, -0.75, 0.38)  0.264
H (0.80, -0.22, -0.32)  0.276

Properties
HOMO-LUMO gap = 0.258 Ha
Strongest force on any atom = 3.6 eV/A
Charge = +1
Energy relative to the best compared isomer or geometry (same formula, charge and spin) = 37.94 kcal/mol

[7]
The following is a DFT calculation (wB97M-V/def2-TZVPD) of an isolated molecule of C2H3NOS.

Each line ends with the natural charge from an NBO analysis.
CARTESIAN COORDINATES (ANGSTROEM)
S (2.08, 0.33, -0.24)  1.093
O (3.31, -0.13, 0.40)  -0.902
N (-0.44, -0.44, -0.26)  -0.657
C (-1.37, 0.35, 0.27)  -0.208
C (0.83, -0.65, 0.02)  -0.111
H (-2.32, 0.40, -0.34)  0.182
H (-0.92, -0.96, -0.99)  0.402
H (-1.16, 1.10, 1.13)  0.200

Properties
HOMO-LUMO gap (spin up / spin down) = 0.237 / 0.281 Ha
Strongest force on any atom = 6.1 eV/A
Charge = 0
Energy relative to the best compared isomer or geometry (same formula, charge and spin) = 84.48 kcal/mol
Multiplicity = 3

[8]
The following is a DFT calculation (wB97M-V/def2-TZVPD) of an isolated molecule of C2H3NOS2.

Each line ends with the natural charge from an NBO analysis.
CARTESIAN COORDINATES (ANGSTROEM)
S (-2.22, 0.39, -0.07)  0.188
S (2.79, -0.03, -0.16)  -0.045
O (0.46, 1.44, 0.04)  -0.678
N (-1.08, -0.95, -0.12)  -0.486
C (0.12, -0.88, 0.27)  -0.006
C (1.17, 0.25, 0.19)  0.169
H (1.10, 2.20, 0.09)  0.507
H (0.90, -1.77, 0.18)  0.201
H (-3.24, -0.64, -0.42)  0.150

Properties
HOMO-LUMO gap = 0.305 Ha
Structure (SMILES) = OC(=S)/C=N\S
Strongest force on any atom = 4.7 eV/A
Charge = 0
Energy relative to the best compared isomer or geometry (same formula, charge and spin) = 62.42 kcal/mol

[9]
The following is a DFT calculation (wB97M-V/def2-TZVPD) of an isolated molecule of C2H3NOS2.

Each line ends with the natural charge from an NBO analysis.
CARTESIAN COORDINATES (ANGSTROEM)
S (2.72, -0.03, 0.00)  -0.083
S (-2.09, 0.41, -0.01)  0.228
O (0.55, 1.41, 0.05)  -0.639
N (-1.09, -0.97, 0.07)  -0.497
C (1.11, 0.24, 0.00)  0.165
C (0.20, -0.94, 0.01)  -0.024
H (1.21, 2.12, 0.00)  0.515
H (-3.23, -0.32, -0.06)  0.114
H (0.62, -1.93, -0.07)  0.219

Properties
HOMO-LUMO gap = 0.307 Ha
Structure (SMILES) = OC(=S)/C=N\S
Strongest force on any atom = 2.4 eV/A
Charge = 0
Energy relative to the best compared isomer or geometry (same formula, charge and spin) = 33.01 kcal/mol

[10]
The following is a DFT calculation (wB97M-V/def2-TZVPD) of a structure of composition C2H3NOS2.

Each line ends with the natural charge from an NBO analysis.
CARTESIAN COORDINATES (ANGSTROEM)
S (-0.71, -1.62, 0.04)  0.449
S (1.18, -0.05, -1.75)  -0.029
O (-0.41, 0.98, 0.11)  -0.486
N (-0.42, -0.88, 1.50)  -0.611
C (-0.24, 0.36, 1.32)  0.350
C (-0.42, -0.12, -0.90)  -0.228
H (1.92, 0.16, -0.59)  0.140
H (0.26, 1.11, 1.90)  0.198
H (-1.16, 0.06, -1.62)  0.217

Properties
HOMO-LUMO gap = 0.342 Ha
Strongest force on any atom = 2.7 eV/A
Charge = 0
Energy relative to the best compared isomer or geometry (same formula, charge and spin) = 37.53 kcal/mol